[1]
Below is a single C4H10N4O molecule, with properties calculated with the ωB97M-V functional and the def2-TZVPD basis.

```
19
C4H10N4O (the ωB97M-V functional and the def2-TZVPD basis)
C -0.639 0.516 -1.890
H 1.430 1.505 1.391
N 0.234 -2.148 -0.271
N 0.250 0.557 -0.867
H -0.043 -3.120 -0.285
H 0.989 1.241 -0.956
H -0.927 1.866 1.408
O -1.143 -1.822 1.486
C 1.136 0.449 1.384
N -1.233 0.951 1.092
H 0.962 0.138 2.421
C -0.427 -1.334 0.613
H -1.588 -0.001 -1.662
H -1.543 0.438 1.922
H 1.994 -0.126 1.015
H 0.501 1.418 -3.111
H 0.583 -1.740 -1.131
N -0.426 0.991 -3.063
C -0.110 0.219 0.507
```

Properties
relative energy (zero: lowest compared OMol25 entry of this formula, charge and spin): 0.0 kJ/mol
F_max: 1.6 eV Å⁻¹

[2]
Below is a molecular structure, C46H48As2FN4O4W, with properties calculated with the ωB97M-V functional and the def2-TZVPD basis.

```
106
C46H48As2FN4O4W (the ωB97M-V functional and the def2-TZVPD basis)
H -2.697 5.656 3.865
C -2.034 2.981 -4.979
H -0.593 3.014 -1.395
C -0.961 3.026 2.573
H -6.024 5.429 0.997
C -0.353 -6.738 1.041
H 1.036 2.484 3.187
C -2.618 0.826 -0.088
H -1.122 -3.369 -3.154
C 1.132 -4.999 0.302
H -0.876 -2.794 1.671
H 2.296 1.173 -0.933
As 0.410 -2.716 -1.240
C 1.965 -3.870 -3.337
C -1.544 4.160 -2.940
H -0.045 -1.454 -4.201
H 0.434 8.630 5.116
H -0.975 5.772 7.423
H 5.294 -2.229 -2.244
C -4.954 5.297 0.926
N 3.007 -1.384 2.925
C 0.918 -6.180 0.997
H 3.220 -1.753 -0.989
C -2.324 1.871 0.927
H -0.993 9.458 5.786
H -2.434 2.973 -5.984
H 0.795 -2.867 3.322
C -0.724 5.108 4.465
W -0.074 -0.576 0.251
C 3.197 -2.419 -1.842
H -4.204 2.796 0.559
C 1.741 0.531 -2.914
C 4.361 -2.683 -2.551
H -0.517 -7.665 1.576
C -0.107 5.845 6.751
C 4.325 -3.525 -3.653
H 5.232 -3.729 -4.206
H -4.835 4.597 3.035
C -3.282 2.837 1.124
C -0.581 -1.788 1.976
H 3.843 -1.054 2.467
H 0.435 -1.238 3.840
H -1.462 0.923 -5.050
H -0.691 8.258 7.813
F 1.464 4.334 4.918
H 1.116 6.797 8.274
O -1.985 -0.346 0.113
H 2.131 -4.582 0.234
C 2.006 -3.011 -2.244
H 1.700 7.025 6.605
As -0.106 0.305 -2.386
H -2.039 -4.466 -0.815
C 1.847 -1.340 2.303
C -1.003 3.004 -2.401
H -4.602 4.964 -0.041
H -1.930 -2.357 -1.957
C -0.976 1.836 -3.155
C 0.603 -1.856 2.953
C 3.131 -4.118 -4.046
O -0.130 1.132 1.449
C -1.206 -4.937 -0.308
C -0.435 8.523 5.762
H -1.701 -0.937 -3.881
H -2.484 5.049 -4.651
C 0.211 3.165 3.337
H -2.397 -6.566 0.413
C -1.871 4.981 3.704
C 4.395 0.998 -3.581
C -1.016 -2.474 -2.540
C 0.817 6.945 7.238
C -1.306 7.360 5.308
O 1.778 -0.822 1.146
C -0.765 -1.239 -3.412
H -4.503 6.993 2.299
C 0.317 4.177 4.236
H 1.486 -0.005 -4.986
O -3.369 1.000 -1.004
H 3.110 -4.783 -4.899
C -4.056 6.213 1.699
H -1.454 -1.349 2.460
C 2.634 0.985 -1.950
H 4.653 1.585 -1.534
H -3.105 6.463 1.245
H 0.705 9.024 7.436
H 3.842 0.387 -5.562
C 3.961 1.221 -2.283
H -1.598 7.555 4.278
N -3.149 3.849 1.977
N 0.088 8.261 7.149
H -1.555 5.075 -2.361
C 3.504 0.550 -4.548
C -1.994 3.963 2.747
C -2.063 4.147 -4.228
H -2.224 7.322 5.915
N -0.545 6.131 5.393
H 0.419 4.899 6.804
H 3.092 -1.829 3.825
C 0.067 -4.382 -0.349
H 1.745 -6.674 1.489
H 5.428 1.184 -3.845
C -1.411 -6.122 0.388
C -1.108 1.947 1.627
C -4.249 4.793 2.147
C 2.177 0.323 -4.218
H 1.042 -4.355 -3.631
C -1.487 1.821 -4.446
```

Properties
<S²>: 2.01
spin multiplicity: 3
relative energy (zero: lowest compared OMol25 entry of this formula, charge and spin): 38.8 kJ/mol
F_max: 0.5 eV Å⁻¹
total charge: +3

[3]
Below is 2 unconnected molecules or ions with the total composition C2HClN2O2, with properties calculated with the ωB97M-V functional and the def2-TZVPD basis.

```
8
C2HClN2O2 (the ωB97M-V functional and the def2-TZVPD basis)
N -2.361 0.305 0.623
C -0.111 -0.682 0.109
N 0.860 -0.258 2.423
Cl -0.346 -2.329 -0.268
C 0.481 -0.488 1.392
O -2.332 1.030 1.516
O -3.169 -0.086 -0.179
H 0.095 0.048 -0.572
```

Properties
relative energy (zero: lowest compared OMol25 entry of this formula, charge and spin): 519.5 kJ/mol
F_max: 4.4 eV Å⁻¹

[4]
Below is a single C8H6N2S2 molecule, with properties calculated with the ωB97M-V functional and the def2-TZVPD basis.

```
18
C8H6N2S2 (the ωB97M-V functional and the def2-TZVPD basis)
H 2.300 1.145 -1.190
N -3.738 1.284 0.546
N -0.723 -1.732 -2.572
H -0.815 2.021 1.650
C -0.327 1.269 1.063
C -1.250 0.642 0.055
H -0.732 -3.052 0.573
S -0.463 -1.817 0.999
H -0.939 1.301 -0.912
H 2.885 -0.496 -1.585
C 0.971 0.934 0.982
C 2.283 0.165 -0.977
C -0.834 -1.264 -1.534
C -0.935 -0.798 -0.236
C 1.625 -0.112 0.169
S 1.664 -1.734 0.884
C -2.651 0.928 0.429
H 1.679 1.317 1.655
```

Properties
relative energy (zero: lowest compared OMol25 entry of this formula, charge and spin): 473.7 kJ/mol
F_max: 3.7 eV Å⁻¹